# 1
A structure of composition C29H29HfN4OS3 in a non-equilibrium geometry. Source: OMol25; level of theory: ωB97M-V/def2-TZVPD.

Element x y z (Å)
Hf: -0.889 -0.406 -0.372
S: 1.186 -1.186 -1.922
S: 3.938 -0.261 -1.760
S: -3.059 1.287 -4.303
O: -1.706 1.025 0.834
N: 0.940 0.293 0.705
N: -1.191 -1.932 0.703
N: -1.769 -1.841 -2.159
N: 2.193 0.310 0.113
C: 0.950 0.635 1.959
C: -1.319 0.847 4.939
C: 5.692 4.146 -2.432
C: -1.927 -2.781 1.585
C: -1.817 2.344 -2.326
C: -1.540 0.971 2.126
C: -2.867 -3.267 -4.263
C: -2.542 1.153 4.343
C: -2.389 -1.190 -3.163
C: 4.785 2.302 -1.161
C: -2.974 -1.893 -4.223
C: -0.213 0.666 4.139
C: -2.488 2.669 -3.464
C: -0.275 0.740 2.739
C: -2.171 -3.923 -3.252
C: 3.553 4.369 -1.373
C: 2.329 -0.302 -1.016
C: -1.647 -3.163 -2.225
C: 5.799 2.855 -1.937
C: 2.265 0.963 2.616
C: 3.661 3.078 -0.879
C: 4.878 0.887 -0.674
C: 4.567 4.907 -2.154
C: -1.713 0.941 -2.061
C: -2.353 0.251 -3.056
C: -3.386 -2.333 1.786
C: -2.639 1.228 2.974
C: -1.988 -4.230 1.042
C: -1.241 -2.843 2.968
H: -1.235 0.758 6.014
H: -1.103 -3.608 -1.402
H: -3.903 -2.315 0.823
H: -2.497 -4.901 1.743
H: -3.489 -1.347 -5.003
H: -2.696 3.651 -3.864
H: 2.123 1.481 3.559
H: 2.863 2.650 -0.286
H: 2.843 0.051 2.781
H: -0.184 -3.074 2.826
H: -3.422 1.311 4.956
H: 4.454 0.754 0.318
H: -1.399 3.109 -1.682
H: -3.418 -1.337 2.218
H: 2.839 1.596 1.942
H: 2.669 4.954 -1.152
H: 6.489 4.558 -3.039
H: -3.581 1.457 2.490
H: -1.695 -3.610 3.606
H: -3.308 -3.831 -5.075
H: 0.729 0.416 4.612
H: -1.321 -1.876 3.468
H: -2.042 -4.996 -3.261
H: 4.476 5.911 -2.550
H: 6.679 2.263 -2.164
H: 5.905 0.526 -0.700
H: -0.973 -4.600 0.876
H: -2.526 -4.246 0.091
H: -3.911 -3.019 2.460

Cartesian forces (eV/Å) of the 6 atoms listed first:
Hf 0.659 -2.311 -0.575
S -0.121 0.110 0.024
S 0.172 0.093 0.095
S 0.215 -0.226 0.361
O -0.199 0.555 0.515
N 0.428 0.123 0.360

The value obtained for the HOMO-LUMO gap is 6.632 eV. Its net charge is -1. The energy above the lowest of the compared OMol25 structures with the same formula, charge and spin is 11.0 kcal per mole.

Here is what natural (NBO) gives for the atomic charges, in e:
1 Hf 2.022
2 S -0.245
3 S 0.258
4 S 0.322
5 O -0.789
6 N -0.385
7 N -1.140
8 N -0.488
9 N -0.464
10 C 0.339
11 C -0.289
12 C -0.213
13 C 0.108
14 C -0.236
15 C 0.390
16 C -0.152
17 C -0.198
18 C 0.221
19 C 0.072
20 C -0.260
21 C -0.169
22 C -0.417
23 C -0.151
24 C -0.297
25 C -0.192
26 C -0.042
27 C 0.098
28 C -0.248
29 C -0.678
30 C -0.242
31 C -0.579
32 C -0.233
33 C -0.473
34 C -0.270
35 C -0.614
36 C -0.245
37 C -0.613
38 C -0.610
39 H 0.202
40 H 0.239
41 H 0.199
42 H 0.183
43 H 0.216
44 H 0.219
45 H 0.213
46 H 0.234
47 H 0.235
48 H 0.205
49 H 0.202
50 H 0.257
51 H 0.209
52 H 0.208
53 H 0.245
54 H 0.209
55 H 0.203
56 H 0.211
57 H 0.178
58 H 0.207
59 H 0.202
60 H 0.206
61 H 0.215
62 H 0.204
63 H 0.202
64 H 0.219
65 H 0.201
66 H 0.194
67 H 0.184

---

# 2
A cluster of 2 separate species, C29H29N3O2 in total in a non-equilibrium geometry. Source: OMol25; level of theory: ωB97M-V/def2-TZVPD.

Element x y z (Å)
O: 1.882 1.980 4.014
O: 1.480 -2.554 3.230
N: 6.065 -0.213 9.194
N: 2.056 -0.317 3.611
N: 6.886 -4.543 0.341
C: 1.387 0.881 3.761
C: 4.542 -0.861 3.880
C: 5.521 -0.472 7.975
C: -2.579 -0.560 3.220
C: 4.595 -2.019 1.709
C: 5.176 -1.752 2.981
C: 4.307 0.322 6.023
C: -2.448 0.842 3.350
C: -0.202 -0.788 3.426
C: 5.196 -2.861 0.794
C: -1.445 -1.387 3.240
C: 4.688 0.502 7.336
C: 4.660 -3.031 -0.592
C: 7.154 -0.994 9.739
C: -0.078 0.582 3.580
C: 5.783 -1.691 7.295
C: 8.135 -5.208 0.649
C: 6.989 -3.293 2.408
C: 5.314 -1.899 6.020
C: 4.964 -4.404 -1.192
C: 6.373 -3.587 1.166
C: 1.192 -1.373 3.413
C: 6.429 -4.754 -1.013
C: 4.715 -0.823 5.277
C: 4.404 1.575 9.598
C: 6.432 -2.380 3.269
C: 4.322 1.749 8.081
C: 5.716 0.928 10.000
C: -1.182 1.426 3.525
H: 3.695 1.073 5.512
H: 6.956 -2.129 4.189
H: 6.536 1.662 9.938
H: 6.798 -1.702 10.503
H: 5.440 -2.872 5.549
H: 4.989 2.573 7.778
H: -3.572 -0.994 3.095
H: 5.683 0.604 11.050
H: 8.249 -6.040 -0.054
H: 4.324 2.545 10.099
H: 4.736 -4.421 -2.261
H: 3.624 -1.570 1.497
H: 7.687 -1.554 8.966
H: -1.038 2.504 3.610
H: 7.046 -4.158 -1.709
H: 7.866 -0.316 10.225
H: 7.919 -3.799 2.683
H: 3.897 -0.097 3.439
H: 5.115 -2.269 -1.243
H: 9.005 -4.539 0.534
H: -3.335 1.471 3.310
H: 4.346 -5.170 -0.710
H: 6.622 -5.808 -1.250
H: -1.508 -2.468 3.115
H: 6.374 -2.464 7.789
H: 3.573 0.946 9.941
H: 3.305 2.049 7.798
H: 8.139 -5.614 1.670
H: 3.580 -2.856 -0.598

Cartesian forces (eV/Å) of the 6 atoms listed first:
O -0.197 -0.665 -0.138
O -0.097 0.766 0.125
N 0.015 -0.537 -0.442
N -0.395 -0.032 0.015
N 0.297 -0.162 0.367
C 0.207 -0.822 -0.099

The value obtained for the HOMO-LUMO gap is 6.421 eV. The energy above the lowest of the compared OMol25 structures with the same formula, charge and spin is 0.0 kcal per mole.

Here is what natural (NBO) gives for the atomic charges, in e:
1 O -0.646
2 O -0.634
3 N -0.388
4 N -0.736
5 N -0.396
6 C 0.637
7 C 0.103
8 C 0.253
9 C -0.219
10 C -0.138
11 C -0.122
12 C -0.095
13 C -0.220
14 C -0.142
15 C -0.008
16 C -0.183
17 C -0.027
18 C -0.437
19 C -0.407
20 C -0.073
21 C -0.308
22 C -0.407
23 C -0.314
24 C -0.096
25 C -0.403
26 C 0.232
27 C 0.649
28 C -0.196
29 C -0.206
30 C -0.405
31 C -0.131
32 C -0.439
33 C -0.201
34 C -0.200
35 H 0.260
36 H 0.219
37 H 0.184
38 H 0.200
39 H 0.229
40 H 0.214
41 H 0.209
42 H 0.202
43 H 0.210
44 H 0.223
45 H 0.219
46 H 0.243
47 H 0.215
48 H 0.223
49 H 0.179
50 H 0.207
51 H 0.218
52 H 0.291
53 H 0.211
54 H 0.194
55 H 0.209
56 H 0.210
57 H 0.202
58 H 0.224
59 H 0.216
60 H 0.209
61 H 0.238
62 H 0.208
63 H 0.233